(1)
The following is a quantum chemistry calculation of C3HIN2 in the gas phase at a distorted geometry, from the OMol25 dataset.

Geometry as XYZ:
```
7
Properties=species:S:1:pos:R:3
C -0.410 1.510 -0.648
C 1.375 0.689 0.703
C 0.361 0.307 -0.336
N -0.782 2.592 -0.668
N 2.064 0.985 1.527
I 1.530 -0.371 -2.101
H -0.181 -0.646 0.097
```

The value obtained for the HOMO-LUMO gap is 0.34851 hartree. The total energy is -14206.120 eV. The energy relative to the best compared isomer or geometry (same formula, charge and spin) is 0.0 kcal per mole. The HOMO energy comes out at -10.78 eV. The strongest force on any atom is 5.7 eV/Å.

---

(2)
The following is a quantum chemistry calculation of 11 unconnected molecules or ions with the total composition C19H60N10O11 at a distorted geometry, from the OMol25 dataset.

Geometry as XYZ:
```
100
Properties=species:S:1:pos:R:3
C -0.508 0.416 -0.456
O 0.116 -0.867 -0.208
H -1.388 0.639 0.157
H -0.882 0.427 -1.401
H 0.011 1.231 -0.263
H 0.404 -1.302 -1.039
C -2.197 1.915 -3.513
O -2.394 2.501 -2.238
H -2.286 0.827 -3.245
H -1.143 1.967 -3.814
H -2.756 2.295 -4.332
H -2.299 3.454 -2.336
C -2.702 -2.591 1.377
O -4.061 -2.703 1.447
N -2.137 -2.153 0.268
N -1.898 -2.783 2.405
H -2.702 -2.055 -0.616
H -1.190 -1.752 0.111
H -2.219 -3.175 3.325
H -0.829 -2.712 2.180
C -4.473 0.654 0.338
O -3.760 1.327 1.351
N -5.557 -0.002 0.482
N -4.118 0.719 -0.974
H -6.043 -0.186 1.348
H -5.883 -0.745 -0.182
H -3.434 1.419 -1.169
H -4.754 0.442 -1.760
C -0.802 -1.967 -3.270
O 0.035 -0.909 -3.467
N -0.466 -3.011 -2.578
N -1.990 -1.998 -3.921
H 0.459 -3.179 -2.130
H -1.153 -3.783 -2.456
H -2.096 -1.263 -4.623
H -2.651 -2.821 -3.953
C -1.994 0.338 3.954
O -1.805 -0.421 5.111
N -1.921 -0.144 2.731
N -2.270 1.595 3.999
H -2.031 -1.126 2.648
H -2.290 0.299 1.931
H -2.685 1.970 4.845
H -2.740 1.860 3.156
C 1.580 -3.330 2.243
O 2.460 -3.312 3.205
N 1.575 -4.163 1.263
N 0.691 -2.414 2.120
H 2.249 -4.903 1.493
H 0.628 -4.249 0.767
H 0.757 -1.707 2.836
H 0.653 -2.022 1.179
C 3.365 -2.594 -2.762
C 3.186 -3.047 -1.368
C 3.608 -2.005 -0.404
O 1.929 -3.382 -1.195
H 2.414 -2.102 -3.046
H 3.572 -3.493 -3.428
H 4.202 -1.984 -2.878
H 3.771 -3.872 -1.052
H 2.902 -1.162 -0.361
H 4.605 -1.642 -0.589
H 3.549 -2.465 0.532
H 1.902 -3.729 -0.253
C 3.288 0.611 -3.572
C 2.416 0.871 -2.387
C 3.106 1.821 -1.308
O 1.336 1.368 -2.514
H 4.094 0.025 -3.341
H 3.537 1.618 -3.994
H 2.857 -0.014 -4.278
H 2.176 -0.073 -1.980
H 3.194 2.769 -1.792
H 4.082 1.506 -0.915
H 2.476 1.893 -0.440
H 0.725 0.732 -2.871
C 0.342 4.022 -0.108
C -0.637 4.471 0.888
C -1.601 3.264 1.171
O -0.093 4.805 1.953
H 1.086 4.802 -0.360
H -0.053 3.441 -0.959
H 0.956 3.269 0.377
H -1.171 5.403 0.572
H -2.133 2.932 0.273
H -2.345 3.509 1.902
H -1.226 2.376 1.669
H -0.822 5.013 2.545
C 1.588 2.475 3.090
C 1.501 1.050 2.475
C 2.867 0.415 2.333
O 0.862 0.179 3.053
H 2.071 2.570 4.106
H 0.573 2.676 3.326
H 1.953 3.116 2.353
H 1.121 1.030 1.459
H 3.453 0.250 3.282
H 3.527 1.066 1.661
H 2.853 -0.651 1.880
H -0.075 0.325 2.932
```

The value obtained for the HOMO-LUMO gap is 0.30515 hartree. The total energy is -58093.380 eV. The energy relative to the best compared isomer or geometry (same formula, charge and spin) is 262.4 kcal per mole. The HOMO energy comes out at -8.59 eV. The strongest force on any atom is 14.7 eV/Å.

---

(3)
The following is a quantum chemistry calculation of a molecular structure, C6H10OSi2 at a distorted geometry, from the OMol25 dataset.

Geometry as XYZ:
```
19
Properties=species:S:1:pos:R:3
C -2.336 2.515 -1.247
C 0.166 2.669 1.277
C -2.036 1.409 -0.859
C 0.818 1.771 0.858
C -1.828 -1.508 1.748
C 1.483 0.876 -1.737
O 0.618 -0.981 0.243
Si -0.977 -1.054 0.181
Si 1.596 0.351 0.011
H -2.656 3.518 -1.431
H -0.420 3.463 1.820
H -1.237 -2.157 2.455
H -2.193 -0.615 2.419
H -2.544 -2.137 1.203
H 1.500 1.921 -1.810
H 2.244 0.419 -2.450
H 0.426 0.769 -2.107
H -1.319 -1.745 -1.027
H 3.001 0.066 0.619
```

The value obtained for the HOMO-LUMO gap is 0.32370 hartree. The total energy is -24182.747 eV. The energy relative to the best compared isomer or geometry (same formula, charge and spin) is 103.6 kcal per mole. The HOMO energy comes out at -8.79 eV. The strongest force on any atom is 4.0 eV/Å.

---

(4)
The following is a quantum chemistry calculation of 2 unconnected molecules or ions with the total composition C5H4INS at a distorted geometry, from the OMol25 dataset.

Geometry as XYZ:
```
12
Properties=species:S:1:pos:R:3
C -1.539 0.814 -1.447
C -1.343 -0.504 -1.005
C -1.845 1.569 -0.383
C -1.386 -0.697 0.365
C -1.251 -1.886 1.095
N -1.279 -2.803 1.777
S -1.826 0.721 1.196
I -5.344 0.391 -0.273
H -1.503 1.222 -2.472
H -1.348 -1.350 -1.637
H -2.104 2.742 -0.405
H -5.290 1.933 0.147
```

The value obtained for the HOMO-LUMO gap is 0.34700 hartree. The total energy is -25674.439 eV. The energy relative to the best compared isomer or geometry (same formula, charge and spin) is 4.3 kcal per mole. The HOMO energy comes out at -9.35 eV. The strongest force on any atom is 4.6 eV/Å.

---

(5)
The following is a quantum chemistry calculation of a molecular structure, CHCoO3 at a distorted geometry, from the OMol25 dataset.

Geometry as XYZ:
```
6
Properties=species:S:1:pos:R:3
H -0.139 -0.051 1.497
O 1.111 -0.805 0.745
O 0.226 -0.424 -1.307
O -0.456 0.522 0.522
C 0.594 -0.088 -0.138
Co -1.337 0.845 -1.318
```

The value obtained for the HOMO-LUMO gap (alpha / beta) is 0.40977 / 0.30673 hartree. The total energy is -44794.935 eV. The energy relative to the best compared isomer or geometry (same formula, charge and spin) is 0.0 kcal per mole. The spin multiplicity is 5. Its charge is +2. The HOMO energy (alpha / beta) comes out at -24.10 / -24.07 eV. The strongest force on any atom is 6.8 eV/Å.

---

(6)
The following is a quantum chemistry calculation of C16H22N6O2S in the gas phase at a distorted geometry, from the OMol25 dataset.

Geometry as XYZ:
```
47
Properties=species:S:1:pos:R:3
C 1.258 -0.815 4.946
H 2.056 -0.848 5.682
C 1.794 -1.279 3.595
N 0.716 -1.376 2.639
C -0.132 -0.444 2.133
N -0.940 -1.053 1.282
N -0.580 -2.327 1.276
N 0.388 -2.536 2.062
S -0.157 1.241 2.516
C -1.838 1.672 1.956
H -2.147 2.494 2.602
H -2.465 0.798 2.125
C -1.944 2.139 0.501
O -2.245 3.285 0.245
N -1.696 1.168 -0.398
C -1.910 1.244 -1.785
C -2.930 2.015 -2.323
C -3.190 1.973 -3.681
C -2.445 1.145 -4.502
C -1.408 0.395 -3.976
C -1.106 0.451 -2.621
N -0.037 -0.253 -2.026
C 1.085 0.593 -1.644
H 0.722 1.470 -1.106
C 2.035 -0.206 -0.753
O 2.473 -1.388 -1.376
C 1.374 -2.189 -1.757
C 0.450 -1.434 -2.715
H -0.399 -2.065 -2.982
H 1.022 -1.180 -3.622
H 1.796 -3.070 -2.241
H 0.802 -2.498 -0.871
H 2.930 0.377 -0.528
H 1.521 -0.452 0.186
H 1.637 0.933 -2.537
H -0.819 -0.227 -4.633
H -2.658 1.093 -5.559
H -3.987 2.573 -4.092
H -3.521 2.637 -1.672
H -1.387 0.252 -0.065
C 2.888 -0.357 3.064
H 3.714 -0.334 3.768
H 2.506 0.654 2.941
H 3.258 -0.716 2.106
H 2.176 -2.302 3.677
H 0.889 0.206 4.881
H 0.452 -1.463 5.281
```

The value obtained for the HOMO-LUMO gap is 0.31431 hartree. The total energy is -40819.360 eV. The energy relative to the best compared isomer or geometry (same formula, charge and spin) is 72.9 kcal per mole. The HOMO energy comes out at -8.05 eV. The strongest force on any atom is 1.6 eV/Å.

---

(7)
The following is a quantum chemistry calculation of a molecular structure, C31H48CrN10O, from the OMol25 dataset.

Geometry as XYZ:
```
91
Properties=species:S:1:pos:R:3
Cr 0.293 -1.481 0.242
N -2.045 -3.911 -2.067
C -2.045 -2.907 -3.015
C -1.216 -1.941 -2.539
N -0.704 -2.358 -1.329
C -1.236 -3.541 -1.068
C -0.888 -4.135 0.210
N -0.194 -3.370 1.039
C 0.126 -4.154 2.126
C -0.396 -5.396 1.941
N -1.034 -5.363 0.719
H -2.590 -4.758 -2.129
H -2.615 -2.970 -3.928
H -0.946 -1.001 -2.992
H 0.721 -3.794 2.948
H -0.369 -6.280 2.556
H -1.507 -6.148 0.297
C 1.053 5.347 0.283
C 1.611 4.590 -0.930
C 0.923 5.094 -2.215
C 3.119 4.845 -1.028
C 1.306 3.104 -0.813
C 2.220 2.115 -1.166
C 1.898 0.782 -1.013
N 0.713 0.363 -0.548
C -0.218 1.308 -0.284
C 0.052 2.654 -0.387
C -1.538 0.769 0.114
C -2.709 1.490 0.051
C -3.936 0.901 0.375
C -3.892 -0.434 0.780
C -2.692 -1.104 0.815
N -1.528 -0.530 0.480
C -5.225 1.704 0.295
C -6.459 0.817 0.462
C -5.194 2.749 1.427
C -5.301 2.419 -1.065
H 1.353 6.393 0.221
H 1.449 4.945 1.221
H -0.038 5.331 0.323
H 1.133 6.158 -2.344
H -0.162 4.967 -2.167
H 1.295 4.567 -3.097
H 3.303 5.919 -0.999
H 3.540 4.474 -1.965
H 3.663 4.395 -0.191
H 3.196 2.371 -1.553
H 2.609 0.016 -1.281
H -0.722 3.367 -0.137
H -2.676 2.522 -0.271
H -4.792 -0.961 1.062
H -2.645 -2.139 1.137
H -6.491 0.332 1.440
H -6.519 0.052 -0.318
H -7.354 1.435 0.383
H -5.176 2.270 2.409
H -6.091 3.369 1.369
H -4.326 3.409 1.345
H -5.195 1.715 -1.895
H -4.543 3.199 -1.169
H -6.274 2.903 -1.160
C -0.594 -1.137 4.054
C 0.105 -0.191 3.125
N 0.172 1.079 3.484
O 0.656 -0.553 2.056
H 0.104 -1.428 4.844
H -0.907 -2.030 3.520
H -1.459 -0.672 4.529
H -0.189 1.390 4.373
H 0.697 1.737 2.929
C 5.321 -3.244 -1.512
N 3.943 -2.734 -1.588
C 3.222 -3.080 -2.814
C 3.315 -2.165 -0.549
N 1.979 -2.333 -0.403
N 4.026 -1.455 0.339
C 5.210 -0.672 -0.034
C 3.569 -1.249 1.710
H 5.323 -4.274 -1.867
H 5.673 -3.240 -0.487
H 6.002 -2.667 -2.136
H 3.893 -2.955 -3.660
H 2.370 -2.418 -2.959
H 2.884 -4.120 -2.804
H 1.680 -3.107 -0.982
H 5.321 -0.633 -1.114
H 6.121 -1.078 0.407
H 5.077 0.346 0.337
H 3.058 -0.293 1.824
H 4.437 -1.259 2.367
H 2.898 -2.049 2.004
```

The value obtained for the HOMO-LUMO gap (alpha / beta) is 0.27930 / 0.30071 hartree. The total energy is -78277.317 eV. The spin multiplicity is 2. Its charge is +3. The HOMO energy (alpha / beta) comes out at -16.84 / -16.84 eV. The strongest force on any atom is 0.8 eV/Å.

---

(8)
The following is a quantum chemistry calculation of 5 unconnected molecules or ions with the total composition C34H61N3O17S5 at a distorted geometry, from the OMol25 dataset.

Geometry as XYZ:
```
120
Properties=species:S:1:pos:R:3
C -6.606 -3.904 -0.055
C -6.769 -2.414 0.682
O -8.031 -1.957 0.806
O -5.567 -1.670 1.186
C -4.573 -2.609 1.729
C -3.394 -1.924 2.640
C -2.839 -0.482 2.089
C -1.814 -0.606 0.789
C -2.527 -1.124 -0.633
C -1.528 -1.248 -1.926
C 0.064 -0.864 -1.851
C 0.793 -0.332 -0.483
N 2.262 0.031 -0.483
C 3.048 -0.977 -0.994
O 3.819 -1.724 -1.833
C -0.187 -0.226 0.868
C 0.510 0.302 2.258
C 1.539 -0.764 2.963
C 1.512 -2.276 2.328
C 2.350 -3.397 3.216
C 3.774 -2.850 3.816
N 4.543 -4.034 4.432
C 0.619 -1.161 -3.365
O 1.626 -0.606 -4.045
N -0.351 -2.260 -3.814
C -0.160 -2.815 -5.207
C -0.689 -4.394 -5.228
C -1.040 -4.826 -6.781
S -2.859 -5.375 -6.761
C -1.763 -1.741 -3.472
O -2.842 -1.679 -4.260
H -7.621 -4.307 -0.485
H -6.240 -4.647 0.780
H -5.757 -3.794 -0.873
H -5.166 -3.348 2.455
H -4.052 -3.293 0.932
H -3.876 -1.723 3.712
H -2.500 -2.679 2.846
H -3.765 0.158 1.691
H -2.391 0.141 2.981
H -3.665 -1.390 -0.734
H 1.145 1.268 1.965
H -0.274 0.653 3.055
H 2.635 -0.341 2.863
H 1.332 -0.824 4.136
H 2.033 -2.232 1.281
H 0.431 -2.706 2.159
H 2.617 -4.267 2.447
H 1.684 -3.914 4.053
H 4.457 -2.484 2.912
H 3.598 -2.016 4.622
H 4.951 -4.642 3.675
H 5.341 -3.693 5.017
H 1.015 -2.889 -5.388
H -0.609 -2.163 -6.069
H 0.145 -5.155 -4.848
H -1.595 -4.459 -4.490
H -0.839 -3.905 -7.476
H -0.414 -5.777 -7.056
H -3.618 -4.306 -6.206
O -3.054 -2.613 -10.635
S -4.118 -2.445 -9.669
O -4.863 -3.569 -9.141
O -5.172 -1.334 -10.227
C -5.739 -1.520 -11.516
C -6.848 -2.554 -11.490
C -3.497 -1.495 -8.303
H -4.967 -1.784 -12.247
H -6.157 -0.555 -11.823
H -6.450 -3.552 -11.280
H -7.364 -2.593 -12.453
H -7.575 -2.325 -10.705
H -2.978 -0.616 -8.690
H -2.803 -2.124 -7.742
H -4.334 -1.204 -7.665
O 0.821 4.290 2.979
S 0.973 5.535 2.256
O 0.088 5.909 1.174
O 2.514 5.666 1.742
C 3.067 4.609 0.971
C 2.585 4.662 -0.467
C 1.017 6.868 3.429
H 2.848 3.638 1.427
H 4.154 4.736 0.988
H 1.515 4.444 -0.531
H 3.116 3.929 -1.080
H 2.737 5.660 -0.891
H 1.722 6.618 4.223
H 0.013 6.988 3.842
H 1.318 7.782 2.914
O 6.739 1.872 4.012
S 6.891 3.116 3.289
O 6.006 3.490 2.207
O 8.432 3.247 2.775
C 8.985 2.190 2.004
C 8.503 2.243 0.566
C 6.935 4.449 4.462
H 8.766 1.219 2.460
H 10.072 2.317 2.021
H 7.433 2.025 0.502
H 9.034 1.510 -0.047
H 8.655 3.241 0.142
H 7.640 4.199 5.257
H 5.931 4.569 4.875
H 7.236 5.363 3.947
O -1.279 0.725 6.681
S -1.747 1.843 7.471
O -3.145 2.214 7.526
O -0.869 3.163 7.096
C -0.781 3.559 5.735
C -2.042 4.273 5.283
C -1.155 1.648 9.134
H -0.560 2.700 5.093
H 0.067 4.248 5.656
H -2.894 3.587 5.258
H -1.913 4.688 4.280
H -2.299 5.082 5.974
H -0.088 1.418 9.105
H -1.704 0.823 9.593
H -1.340 2.571 9.686
```

The value obtained for the HOMO-LUMO gap is 0.27618 hartree. The total energy is -129680.587 eV. The energy relative to the best compared isomer or geometry (same formula, charge and spin) is 352.8 kcal per mole. The HOMO energy comes out at -8.70 eV. The strongest force on any atom is 11.4 eV/Å.